i) Formula: C2H2ClNO2
Source: OMol25
Level of theory: ωB97M-V/def2-TZVPD

Highest occupied orbital energy in Ha: -0.41270
Kohn-Sham gap in eV: 11.8372

The geometry in ORCA input format:
```
! RIJCOSX wB97M-V def2-TZVPD def2/J DEFGRID3
* xyz 0 1
H 0.77856 0.53316 -1.37087
O 0.64984 3.01981 0.54711
C 2.89989 1.56475 0.43021
H 2.16466 -3.44495 -0.52751
N 0.31174 0.91336 -0.48737
Cl 1.25731 -2.78679 0.14565
O 3.14580 2.01385 -0.54117
C 0.49668 1.99546 -0.01699
*
```

Atomic partial charges in e from the Löwdin method, atoms 1 to 5:
1 H 0.135
2 O 0.124
3 C -0.009
4 H -0.228
5 N 0.169


ii) Formula: C2H2ClNO2
Source: OMol25
Level of theory: ωB97M-V/def2-TZVPD

SMILES: O=C[C@@H](Cl)N=O
Highest occupied orbital energy (spin up / spin down) in Ha: -0.34906 / -0.34908
Kohn-Sham gap (spin up / spin down) in eV: 8.8359 / 8.8363

The geometry in ORCA input format:
```
! RIJCOSX wB97M-V def2-TZVPD def2/J DEFGRID3
* xyz 0 1
C -0.47890 0.70508 0.52298
H -0.41548 0.70803 1.66433
N -1.65920 0.09471 -0.09702
Cl -0.42811 2.31208 -0.12592
H 1.94885 0.28287 0.10035
C 0.93954 -0.17323 0.08175
O -1.70886 -1.11090 0.06316
O 0.85250 -1.31478 -0.05669
*
```

Atomic partial charges in e from the Löwdin method, atoms 1 to 5:
1 C -0.696
2 H 0.132
3 N -0.079
4 Cl 0.628
5 H 0.126


Stability summary: most stable i), least stable ii).


i) Formula: C30H34BrCl2N4O8SSm
Source: OMol25
Level of theory: ωB97M-V/def2-TZVPD

Highest occupied orbital energy (spin up / spin down) in Ha: -0.26692 / -0.26693
Expectation value of S²: 8.758
Kohn-Sham gap (spin up / spin down) in eV: 5.3012 / 5.3112

The geometry in ORCA input format:
```
! RIJCOSX wB97M-V def2-TZVPD def2/J DEFGRID3
* xyz 0 6
H 0.47497 -3.98465 1.74403
C 1.10132 1.09081 5.71016
H -1.29544 -4.68024 -0.09347
H -1.57892 -2.10516 -4.61721
C -0.62261 -0.52325 4.90507
H -8.63597 -0.80468 -0.03022
O 2.98599 -2.36071 0.60528
C 2.01239 -4.70364 0.41765
C 0.88882 0.45782 3.27100
H -1.43392 -1.26084 5.13145
H 1.55865 1.55630 6.63632
O 2.10633 -3.01865 -1.28546
N -0.41625 -4.14605 -0.05909
H 8.36632 6.54474 -1.11415
H 3.13141 -0.05067 2.08052
C 5.35563 4.44505 0.03731
C -0.11832 -0.42232 3.59482
H -5.29237 1.99805 3.70376
H 5.07450 1.76334 1.13877
C 2.41855 -3.26434 -0.08149
C -6.16299 -1.26419 -0.73980
C -5.79113 -2.04280 -3.30110
C 6.20613 3.89234 -0.85523
C 7.47787 5.97215 -0.84792
Cl -3.44095 0.47959 3.22796
O -2.56498 -3.72141 -1.74469
O -3.40565 -3.59581 -4.20225
H 0.15736 -0.15992 -4.91757
H -0.93035 0.89103 -4.10053
H -0.30222 -0.03883 6.92101
H -9.31979 -1.71435 -1.43716
C 5.97062 2.61772 -1.33690
H 6.50905 2.40196 -2.28044
H 0.27443 -5.64647 1.22621
H -0.64953 -0.89079 2.80170
C 4.38493 1.61274 0.31040
H -6.36440 -1.04856 0.26991
Br 4.44547 0.30691 -2.27181
C -1.78948 -1.14615 -4.21068
H 2.86595 1.68114 2.95834
H -4.10166 -1.87344 -0.38991
C -4.53030 1.81758 2.92565
H 4.55345 3.82701 0.49792
O 2.49603 2.10264 3.98412
H -2.57564 -0.68876 -4.90170
H 2.27823 -5.41560 -0.41795
C 1.50541 1.27869 4.33138
N 2.72511 0.90091 1.87492
N 3.14661 1.21637 0.55359
O 0.79389 -0.10289 0.84020
O -0.07291 -0.95504 -1.78578
C 7.28876 4.65857 -1.29515
H 2.53025 -5.05436 1.35005
Cl -3.66743 3.43805 2.72836
H -0.04043 -3.82715 -0.93419
C 6.43879 6.55357 -0.13709
S -3.20705 -3.03472 -2.89034
C 0.19311 -0.17100 -2.78538
C -4.90902 -1.81651 -1.08168
H 0.80881 1.78177 1.58907
C -0.62909 -0.13356 -4.06516
H -5.60947 -2.29395 -4.34629
H -9.06461 0.07735 -1.64427
C -7.23665 -1.19261 -1.64527
H -4.95042 1.52630 2.03289
C 1.22372 0.76539 1.85620
H 6.54233 7.59497 0.16391
C -4.78220 -2.34129 -2.40684
C -8.62914 -0.88073 -1.16022
Sm 2.09938 -0.63689 -0.91299
O 1.23045 0.53477 -2.71327
C -7.03622 -1.63802 -2.96562
C 4.93979 1.79122 -1.04443
H -1.83441 -1.38739 -2.14859
C 5.46608 5.76871 0.47774
C 0.55257 -4.61114 0.85115
C 0.01608 0.22605 5.92647
H -7.88350 -1.75663 -3.64162
N -2.42826 -1.56743 -3.01456
H 4.75020 6.25946 1.20826
H 7.95799 4.14255 -2.02810
*
```

Atomic partial charges in e from the Löwdin method, atoms 1 to 5:
1 H 0.105
2 C -0.015
3 H 0.072
4 H 0.091
5 C -0.128


ii) Formula: C30H34BrCl2N4O8SSm
Source: OMol25
Level of theory: ωB97M-V/def2-TZVPD

Highest occupied orbital energy (spin up / spin down) in Ha: -0.28978 / -0.28981
Expectation value of S²: 8.760
Kohn-Sham gap (spin up / spin down) in eV: 6.4111 / 6.4132

The geometry in ORCA input format:
```
! RIJCOSX wB97M-V def2-TZVPD def2/J DEFGRID3
* xyz 0 6
C -4.16829 -0.14156 0.60224
H 3.17760 4.02963 -0.26621
H 3.75639 0.65452 4.56771
C 4.45259 -1.12237 -1.88211
C 1.18323 4.67089 -0.00134
O 4.37656 0.11986 0.17609
H 0.31721 3.48650 1.59357
H 0.97602 -5.04898 2.52265
H 0.06105 7.88102 -0.58815
H 0.01327 -5.18587 -1.66251
N 3.31221 0.90845 2.54701
C -5.18514 0.83999 0.14244
H 3.42555 -3.45411 -0.76511
H 3.96386 6.22685 -1.05060
H -5.68170 4.23142 0.24796
N -0.68820 2.98958 -0.13524
O 0.69426 -2.05914 -0.67145
C -6.32657 0.54614 -0.62999
C 0.58873 -5.00073 0.39266
Br -1.57374 -0.85081 1.82105
H -4.12382 2.43014 1.06373
H 4.62034 -1.34255 3.29198
H -4.44885 -1.21822 0.72112
O 2.52272 -0.05433 -1.10976
H -3.47541 -7.12856 2.27288
C 0.79708 7.07156 -0.47310
H -1.09723 -6.33398 2.98958
N 3.03361 -3.23182 -1.67410
H -2.96695 -8.13888 0.88425
C 3.61959 -2.22945 -2.55928
H 2.16296 0.23940 4.13699
C 0.33949 -5.38902 1.72403
H -1.23172 4.76842 0.27355
O -1.01166 5.74267 0.07766
Cl 1.10073 -0.05498 -5.51097
C -0.26932 -5.41476 -0.62473
C 2.97019 6.08669 -0.76986
C -2.83474 0.12995 0.70602
C -2.19612 1.33623 0.15757
H 2.75674 -1.83788 -3.13613
C -7.23802 1.52168 -1.06308
C -1.47806 -6.09266 -0.40370
H 5.38348 -1.52405 -1.48373
H -3.85088 -6.66165 0.56763
C 2.52970 4.86991 -0.30008
H -0.50570 1.74416 -5.46786
H -0.53893 3.03875 -1.14040
O 1.53167 2.34045 0.42066
C -7.01081 2.85294 -0.72101
H -2.90791 1.93727 -0.41910
H 3.46449 -1.86105 4.49375
H 2.52524 8.15210 -1.19637
H 3.39686 1.90811 2.66410
N -0.95193 1.67455 0.26754
H 4.76246 -0.46202 -2.69954
H 1.13843 2.21354 -4.79587
C 2.09552 7.20658 -0.87159
C 3.19816 0.14551 3.77727
C -5.02340 2.21395 0.44036
H -8.13128 1.23289 -1.66245
C -0.82631 -6.07749 1.96852
O 1.72360 -1.55557 1.97726
O 3.39035 -3.09281 1.94966
H 4.22847 -2.81004 -3.27644
S 1.37514 -3.24077 -1.36288
C 0.33494 5.79795 -0.10144
C 3.58406 -1.31534 3.54807
C 0.59830 3.34793 0.51343
H -2.23783 -6.27364 -1.16181
C -3.08999 -7.08242 1.19642
C -1.77574 -6.33651 0.94622
C 2.84937 -2.05228 2.41111
Sm 1.12472 0.09039 0.58607
O 1.72420 -4.35550 -0.01585
C -5.93200 3.19016 0.04652
H -6.47933 -0.46769 -1.01086
H 4.00726 0.58153 1.84943
H -7.73401 3.63624 -1.04639
C 3.76553 -0.28597 -0.83506
C 0.35188 1.46266 -4.85164
Cl -0.31427 1.23632 -3.13899
*
```

Atomic partial charges in e from the Löwdin method, atoms 1 to 5:
1 C -0.041
2 H 0.103
3 H 0.104
4 C -0.080
5 C -0.088


Stability summary: most stable ii), least stable i).


i) Formula: C3H8ClNOS
Source: OMol25
Level of theory: ωB97M-V/def2-TZVPD

Highest occupied orbital energy in Ha: -0.35599
Kohn-Sham gap in eV: 10.0823

The geometry in ORCA input format:
```
! RIJCOSX wB97M-V def2-TZVPD def2/J DEFGRID3
* xyz 0 1
C 0.48897 0.73308 -0.53355
H -1.45846 -0.02039 -1.04922
C -1.16416 0.74347 -0.51539
O 3.71057 -1.57039 -0.16872
Cl 3.66244 1.07356 0.80575
S 3.20932 -0.36314 -0.69087
H 0.78641 1.20203 -1.42442
H -1.41750 0.67268 0.47695
N 1.45750 -0.45723 -0.50655
H -1.32749 1.74469 -0.96778
C 1.16983 -1.13262 0.75325
H 0.95090 1.36605 0.29811
H 1.40482 -0.44670 1.46154
H 1.86374 -2.00228 0.83949
H 0.17510 -1.44434 0.98788
*
```

Atomic partial charges in e from the Löwdin method, atoms 1 to 5:
1 C -0.214
2 H 0.007
3 C -0.002
4 O -0.502
5 Cl 0.182


ii) Formula: C3H8ClNOS
Source: OMol25
Level of theory: ωB97M-V/def2-TZVPD

Highest occupied orbital energy in Ha: -0.35915
Kohn-Sham gap in eV: 7.3288

The geometry in ORCA input format:
```
! RIJCOSX wB97M-V def2-TZVPD def2/J DEFGRID3
* xyz 0 1
C 0.22886 -0.42132 0.31032
O -0.98897 1.93232 -1.11796
C 0.91625 -0.96990 -0.96928
H -2.85320 -0.09152 -1.61496
H 0.41120 -1.70031 -1.47916
S -1.21168 0.75021 -0.34258
H -0.29164 -1.08924 0.92591
C 1.15887 0.31388 1.25627
H 2.13353 0.06497 1.13581
H 1.94672 -1.27903 -0.80485
H 0.78613 0.17708 2.25017
Cl -2.26648 1.55424 2.18699
H 1.00983 -0.27816 -1.81814
N -2.02726 -0.32815 -1.00316
H 1.04784 1.36494 1.08461
*
```

Atomic partial charges in e from the Löwdin method, atoms 1 to 5:
1 C -0.359
2 O -0.349
3 C -0.078
4 H 0.079
5 H 0.040


Stability summary: most stable i), least stable ii).